Molecular formula: C4H11N4O
Method: DFT, ωB97M-V with the def2-TZVPD basis set

Geometry as XYZ:
```
20
Properties=species:S:1:pos:R:3
C -0.5554 2.4679 0.5200
C -0.2152 -1.7519 -1.7524
H -0.2387 2.6586 1.6061
C 1.3554 -1.4484 0.0872
H -1.5703 2.4548 0.2309
H 1.0144 -2.5384 0.2566
H 1.0921 1.3866 0.1360
N -2.8054 0.2872 -0.2685
H 2.3601 -1.4020 -0.4628
H -0.9991 -1.2379 -2.2722
N 0.0799 1.3393 0.0252
O -3.1893 -0.5073 1.8056
H 0.5245 -2.1979 -2.4745
N 0.2337 -0.8322 -0.7717
H -0.2031 3.3575 -0.1208
H 1.3825 -1.0010 1.0207
H -3.3493 0.4723 -1.0292
H -0.6310 -2.5975 -1.1968
N -3.4447 -0.1684 0.6702
C -0.3884 0.2951 -0.5395
```

HOMO (alpha / beta), eV: -13.221 / -13.428
E, eV: -12321.5766
Energy relative to the best compared isomer or geometry (same formula, charge and spin), kcal per mole: 147.6
Total charge: +1
Kohn-Sham gap (alpha / beta), Eh: 0.3033 / 0.3013

Molecular formula: C5H8O
Method: DFT, ωB97M-V with the def2-TZVPD basis set

Geometry as XYZ:
```
14
Properties=species:S:1:pos:R:3
H -0.6797 2.3145 0.9466
C 0.1352 1.8059 0.4208
C -1.0194 -0.4542 0.4131
C -0.3831 0.6325 -0.4129
C 0.8490 -1.3450 -0.6176
H -1.9169 -0.3099 1.0069
O 0.7020 -0.0115 -1.0778
H 1.8120 -1.4642 -0.0986
H 0.6342 2.5372 -0.2196
H 0.8567 1.4505 1.1646
H -1.0725 1.0060 -1.1872
H 0.8531 -2.0367 -1.4728
C -0.3140 -1.5705 0.3055
H -0.5008 -2.5144 0.8059
```

SMILES: C[C@@H]1C=CCO1
HOMO, eV: -9.079
E, eV: -7361.2550
Energy relative to the best compared isomer or geometry (same formula, charge and spin), kcal per mole: 23.1
Kohn-Sham gap, Eh: 0.3746

Molecular formula: C5H9NOS
Method: DFT, ωB97M-V with the def2-TZVPD basis set

Geometry as XYZ:
```
17
Properties=species:S:1:pos:R:3
C -1.4445 -1.3780 -0.4136
H 0.1462 -0.8086 -1.7563
O -2.6761 0.9328 -0.4573
H 1.2070 -0.7209 1.9314
C 1.0459 2.4032 -0.2390
H 1.7599 0.8794 1.4608
C 0.6594 1.2588 -0.2715
H 2.5727 -0.4925 0.8268
H -1.5365 -2.3850 0.0909
H -2.0667 -1.4224 -1.3164
C 1.6363 -0.1242 1.1168
H 1.2590 3.4647 -0.1557
H 0.7593 -1.8757 -0.5549
N 0.7394 -0.0552 0.0869
H -1.9567 1.6129 -0.3681
C 0.0684 -1.1197 -0.6487
S -2.1730 -0.1697 0.6680
```

SMILES: C#CN(C)CCSO
HOMO, eV: -8.248
E, eV: -19699.3693
Energy relative to the best compared isomer or geometry (same formula, charge and spin), kcal per mole: 113.8
Kohn-Sham gap, Eh: 0.3324

Molecular formula: C39H52BClN3O8PS
Method: DFT, ωB97M-V with the def2-TZVPD basis set

Geometry as XYZ:
```
106
Properties=species:S:1:pos:R:3
H -3.0495 1.9660 -0.8439
C 2.7680 -3.1741 -1.3695
H -9.0472 1.5242 -3.8016
C 1.6235 0.2621 -1.2257
H -7.9313 2.8133 -4.3112
H 6.6771 -2.2286 -3.8643
C 1.5938 -6.2836 1.7960
C 4.8649 1.2902 0.3515
H -6.9680 0.6633 -1.4445
H -9.0429 3.7282 -1.3308
C 5.0585 -2.6763 -2.4576
C -5.4043 -2.5152 1.7099
O 6.5083 3.1279 -0.4943
H 8.1804 -1.4748 -2.2094
C -7.0463 -1.1000 0.6959
H -1.0509 -7.0298 1.3555
S 5.2698 -4.2445 0.7607
O 1.2327 -3.5945 2.2055
H -3.1151 3.5968 -0.0454
C -5.3297 -0.1246 1.9863
H 3.2883 -4.0931 -1.0903
H 5.0974 -1.4755 -4.2790
C -6.5461 -2.3503 0.9545
C 3.3455 -1.0821 0.0764
C -6.4592 0.0367 1.2029
H 6.2110 0.0768 1.4492
C 3.5269 -2.4785 -2.5211
C -1.0365 5.2012 0.2310
H 7.9545 0.1590 -1.4397
C 3.0768 2.5555 -0.9261
C -4.8164 -1.3804 2.2194
H 1.7879 -3.4754 -1.7594
H 1.4492 -1.9900 -0.1558
C 2.4894 -2.3185 -0.0894
H 3.3523 -1.4039 -2.5925
C 7.4686 -0.7564 -1.7918
H 4.4455 -2.6739 2.8381
C 5.7814 -1.7378 -3.4640
H -6.6315 0.9086 -3.1755
N -0.8614 5.7723 2.6544
C -6.7653 1.4039 -2.2168
N -7.8752 2.3399 -2.2792
H -1.7203 -5.9062 2.5551
H -5.3619 1.5438 3.3033
H 1.4713 -7.3586 1.6893
C -1.1441 2.6952 -0.3123
H -2.7327 0.7979 1.1863
C 6.2762 -0.4756 -2.7229
H -7.0233 -3.2520 0.5788
C 0.8558 1.5313 -0.8712
H 0.6241 6.2258 1.3600
H -1.7716 3.4116 2.2925
H -0.6799 -7.2436 3.0826
H 5.4266 2.6491 2.3744
C -0.8522 -6.5084 2.2940
H -7.9498 -1.0257 0.0945
C -0.3625 5.7785 1.4902
H -6.8359 1.0473 1.0176
H -0.7290 -3.9653 2.5806
C 3.6605 1.3011 -0.3240
C 5.2692 0.0892 0.8996
C 2.9339 0.1261 -0.4642
H -3.9172 -1.4630 2.8290
Cl -1.3967 0.0220 -0.8971
H 5.4467 -0.1512 -2.0718
H 6.1330 2.8408 -1.3363
H 7.0670 -1.2309 -0.8853
C 0.9725 3.8628 -0.3862
C 1.5894 2.6850 -0.7239
H 1.9053 5.4015 -1.1167
H 1.9595 -5.8619 0.8588
H 5.3372 -3.7262 -2.5788
H 6.5026 -2.0990 2.1511
H 6.4585 0.3631 -3.4058
C -0.5021 1.5019 -0.6838
C 0.2758 -4.3386 2.3200
H -0.8984 5.9036 -0.5977
H -2.2596 2.0765 3.3789
H -5.8544 1.9430 -1.9510
C -8.1887 3.0476 -1.1757
H 2.3281 -6.0744 2.5746
C -1.8907 2.3349 2.3823
H -2.0820 5.0640 0.5036
B 5.7729 2.5875 0.5186
H 2.5465 -2.9005 0.8388
C -4.6394 1.0705 2.6245
O 3.7450 3.3676 -1.5441
N 0.3208 -5.6700 2.1458
H -1.7951 5.3542 2.6267
H -9.4054 3.2175 -3.4096
P 5.2450 -2.5336 1.6772
O -7.6159 2.9738 -0.1039
O 1.2228 -0.5312 -2.0506
H 5.3666 -2.3399 -1.4645
H 3.2044 -2.9639 -3.4524
H -3.8304 0.6912 3.2617
C -2.6504 2.6138 -0.0595
O 1.7268 4.9982 -0.2592
C -8.6091 2.4843 -3.5208
C -2.8870 1.8790 1.2867
O -4.2402 2.0580 1.6977
O 5.8827 3.2130 1.7384
C 4.5448 -1.0808 0.8035
C -0.4033 3.8565 -0.1791
H -4.9856 -3.4888 1.9384
H -0.9321 1.8164 2.2852
```

SMILES: [H]/N=C\Cc1c(O)c2c(c(Cl)c1C[C@@H](C)OCc1ccccc1)C(=O)c1c(CCCCCCC)c([PH2]=S)cc(B(O)O)c1C2=O.CN(C)C=O.CN(C)C=O
HOMO, eV: -8.638
E, eV: -95462.1135
Kohn-Sham gap, Eh: 0.2867

Q: Which of these has the highest E?
A: C5H8O

Q: Look up the E of the first one.
A: -12321.5766 eV

Q: Among the records above, which one has the lowest E?
A: C39H52BClN3O8PS